[1]
Computed, not measured: 2 unconnected molecules or ions with the total composition C5H11N2OS at a distorted geometry, with ωB97M-V/def2-TZVPD.

Each line ends with the natural charge from an NBO analysis.
Positions of all 20 atoms, in Å:
S: 2.349 -1.688 2.600  -0.01
O: 2.056 1.265 1.502  -0.12
N: 0.045 0.365 0.958  -0.09
N: 1.202 0.457 1.466  0.43
C: -0.586 -0.887 0.786  -0.26
C: -0.241 1.150 -1.224  -0.40
C: -0.972 -0.162 -1.567  -0.43
C: -0.380 -1.328 -0.733  -0.39
C: -0.548 1.413 0.221  -0.26
H: 0.055 -1.654 1.406  0.26
H: -0.161 2.379 0.603  0.25
H: 0.794 0.989 -1.327  0.21
H: -2.028 -0.055 -1.632  0.23
H: -0.467 2.061 -1.725  0.25
H: -0.796 -0.256 -2.696  0.25
H: -0.993 -2.122 -0.997  0.25
H: -1.589 -0.961 1.109  0.25
H: -1.655 1.519 0.332  0.26
H: 0.704 -1.437 -0.822  0.22
H: 3.212 -1.050 1.741  0.12

Energy above the lowest of the compared OMol25 structures with the same formula, charge and spin ... 143.77 kcal/mol
E_LUMO (spin up / spin down) ... -0.2676 / -0.2367 hartree
Kohn-Sham gap (spin up / spin down) ... 6.93 / 7.41 eV
Total charge ... +1
HOMO energy (spin up / spin down) ... -14.2 / -13.8 eV



[2]
Computed, not measured: a single C6H9N molecule at a distorted geometry, with ωB97M-V/def2-TZVPD.

Each line ends with the natural charge from an NBO analysis.
Positions of all 16 atoms, in Å:
N: -0.555 0.343 1.797  -0.58
C: -1.516 0.499 0.755  -0.25
C: 0.148 -1.606 0.814  -0.62
C: 0.195 0.964 -1.880  -0.01
C: 0.715 0.578 -0.551  -0.50
C: -0.280 1.256 -2.950  -0.24
C: -0.286 -0.220 0.354  0.08
H: 1.678 0.062 -0.713  0.24
H: 0.778 -1.587 1.738  0.21
H: -0.636 -2.334 1.036  0.22
H: -2.455 -0.034 0.794  0.20
H: 0.799 -1.906 0.028  0.21
H: -0.893 -0.451 2.376  0.34
H: 0.952 1.470 0.033  0.25
H: -0.696 1.527 -3.896  0.24
H: -1.540 1.548 0.476  0.21

Energy above the lowest of the compared OMol25 structures with the same formula, charge and spin ... 98.57 kcal/mol
SMILES ... C#CC[C@]1(C)CN1
E_LUMO ... 0.0361 hartree
Kohn-Sham gap ... 10.07 eV
HOMO energy ... -9.1 eV



[3]
Computed, not measured: a molecular structure, C35H65IO14P2SSi2 at a distorted geometry, with ωB97M-V/def2-TZVPD.

Each line ends with the Mulliken charge.
Positions of all 120 atoms, in Å:
I: -2.071 0.425 -4.788  -0.08
S: -0.616 4.244 -3.845  0.85
P: 6.564 -2.489 -2.101  1.00
P: -6.958 5.010 4.619  1.13
Si: 0.376 0.450 -4.458  0.41
Si: -0.370 1.701 -1.949  0.17
O: -7.857 4.144 5.798  -0.31
O: 5.275 -3.380 -2.612  -0.27
O: -5.969 5.921 3.552  -0.40
O: 5.497 -1.230 -1.630  -0.31
O: -1.204 3.868 -5.200  -0.57
O: -1.810 2.550 0.842  -0.31
O: 0.930 1.326 -3.066  -0.29
O: -8.021 6.264 4.738  -0.34
O: -3.838 2.302 3.131  -0.19
O: 1.567 -3.397 -5.608  -0.29
O: -7.437 4.070 3.520  -0.68
O: 6.848 -2.835 -0.645  -0.65
O: 7.651 -3.675 -2.703  -0.35
O: 0.889 4.233 -3.853  -0.54
C: -0.771 -2.991 -4.628  -1.05
C: 8.956 -3.670 -2.139  -0.61
C: -2.039 -5.128 -8.558  -0.40
C: 0.256 -4.765 -7.259  0.73
C: -1.205 -6.910 -6.679  -0.46
C: -0.499 1.969 1.005  -0.12
C: -0.760 -4.273 -8.317  -0.36
C: 3.173 -0.357 3.501  1.92
C: 0.464 2.094 -0.277  -0.17
C: -7.577 7.611 4.659  -0.59
C: -0.256 1.640 4.666  -0.31
C: 0.093 -6.064 -6.420  -0.35
C: -1.506 2.392 4.128  -0.65
C: 4.241 0.835 3.161  -1.57
C: 2.206 -0.452 2.225  -0.70
C: 4.778 -0.593 -2.683  -0.75
C: 1.123 -0.702 5.255  1.86
C: 4.088 -1.706 3.590  -1.43
C: 5.355 -4.190 -3.777  -0.59
C: -1.369 3.282 -2.455  -0.59
C: 2.481 0.057 4.882  -1.18
C: -4.139 1.957 1.755  -0.55
C: -2.875 1.578 0.846  -0.27
C: -2.749 1.547 3.661  0.20
C: 1.028 -0.723 6.889  -1.49
C: 1.037 -2.233 4.793  -1.48
C: -1.492 -0.719 4.316  -0.10
C: 1.561 -3.845 -6.979  -0.82
C: 1.194 -1.291 -4.389  -0.70
C: 0.540 -2.374 -5.382  0.27
C: -2.772 0.005 3.770  -0.81
C: -2.263 -6.435 -7.732  -0.41
C: -0.215 0.066 4.747  0.05
C: -5.088 5.170 2.727  -0.40
C: -7.885 4.710 7.106  -0.61
H: -6.595 7.740 5.117  0.29
H: -3.274 1.526 -0.244  0.32
H: -4.740 2.806 1.256  0.28
H: 5.984 -3.732 -4.543  0.32
H: 4.924 0.970 4.065  0.39
H: 0.188 -2.778 5.359  0.39
H: 1.921 -1.361 7.255  0.44
H: 0.960 3.137 -0.369  0.47
H: 0.712 -2.231 3.685  0.33
H: 1.321 1.337 -0.117  -0.22
H: 1.166 -1.721 -3.326  0.38
H: -2.571 0.512 1.111  0.32
H: 9.293 -2.650 -1.945  0.29
H: 0.861 -6.422 -5.640  0.32
H: -0.951 -2.431 -3.634  0.30
H: -6.932 5.187 7.344  0.30
H: -0.520 -3.302 -8.862  0.28
H: 5.752 -5.174 -3.508  0.26
H: -1.001 5.585 -3.628  0.16
H: 3.726 1.788 2.800  0.35
H: -5.611 4.841 1.828  0.26
H: 0.967 1.126 -5.636  -0.19
H: -0.476 0.880 1.342  0.13
H: 4.896 0.478 2.276  0.36
H: 3.239 -0.197 5.722  0.32
H: -1.426 -7.868 -6.080  0.30
H: 0.020 2.568 1.849  0.18
H: 1.994 -2.837 4.933  0.24
H: -4.257 5.817 2.431  0.31
H: -1.695 -2.787 -5.287  0.19
H: 3.491 -2.596 3.185  0.32
H: 0.623 2.302 4.988  0.21
H: 3.862 -1.150 -2.895  0.33
H: 2.463 -4.544 -7.149  0.36
H: 1.668 -2.998 -7.748  0.33
H: 2.628 0.236 1.392  0.20
H: 4.510 0.415 -2.363  0.29
H: 1.130 -0.116 2.390  -0.23
H: -8.694 5.441 7.175  0.23
H: -1.363 3.991 -1.538  0.38
H: -1.557 3.539 4.031  0.29
H: -8.068 3.912 7.827  0.25
H: -3.217 -7.023 -7.923  0.32
H: 0.242 -1.914 -6.385  0.27
H: -0.674 -4.117 -4.482  0.28
H: -2.464 2.993 -2.614  0.42
H: 1.058 0.344 7.291  0.31
H: -3.714 -0.569 3.442  0.32
H: 2.222 -1.510 1.759  0.19
H: -4.687 4.311 3.267  0.08
H: -1.304 0.591 -1.791  -0.09
H: -2.780 -4.754 -9.358  0.30
H: 8.964 -4.252 -1.217  0.24
H: 2.310 -1.177 -4.656  0.10
H: 2.407 1.206 4.893  0.07
H: 5.390 -0.526 -3.585  0.35
H: -7.543 7.921 3.610  0.22
H: 9.641 -4.136 -2.854  0.24
H: 0.028 -1.253 7.127  0.37
H: 4.352 -4.326 -4.182  0.18
H: -8.292 8.249 5.179  0.28
H: 4.245 -1.890 4.717  0.28
H: -1.576 -1.867 4.358  0.22
H: 5.093 -1.566 3.044  0.32
H: -4.829 1.032 1.761  0.22

E_LUMO ... -0.0824 hartree
Kohn-Sham gap ... 6.18 eV
HOMO energy ... -8.4 eV



[4]
Computed, not measured: 2 unconnected molecules or ions with the total composition C6H14N2O2S2 at a distorted geometry, with ωB97M-V/def2-TZVPD.

Each line ends with the natural charge from an NBO analysis.
Positions of all 26 atoms, in Å:
S: 1.669 -1.755 -1.346  -0.12
S: -2.154 -0.551 -1.864  2.19
O: -0.717 -0.379 -2.632  -0.96
O: -3.261 -0.105 -2.704  -0.89
N: -1.881 0.061 -0.457  -1.24
N: 0.552 -0.688 0.795  -0.56
C: -2.061 -2.444 -1.719  -0.82
C: 0.237 2.555 1.947  -0.40
C: 2.021 1.894 0.420  -0.67
C: 1.537 -1.286 0.177  -0.06
C: 1.005 1.606 1.500  0.02
C: 0.941 0.111 1.986  -0.25
H: 0.080 3.581 1.662  0.21
H: 1.964 -0.191 2.322  0.21
H: -1.080 -2.847 -1.503  0.25
H: -2.800 -2.699 -0.916  0.24
H: 3.082 1.616 0.646  0.22
H: -2.349 -2.895 -2.652  0.24
H: -2.495 0.718 -0.004  0.41
H: -0.269 -0.356 0.307  0.45
H: -0.366 2.332 2.741  0.19
H: 0.297 -0.107 2.841  0.21
H: 1.945 3.016 0.464  0.23
H: 1.778 1.502 -0.571  0.23
H: 2.216 -1.790 0.814  0.19
H: 0.110 -0.898 -2.256  0.47

Energy above the lowest of the compared OMol25 structures with the same formula, charge and spin ... 55.22 kcal/mol
SMILES ... C[S@](=N)(=O)O.C=C(C)CNC=S
E_LUMO ... 0.0150 hartree
Kohn-Sham gap ... 9.61 eV
HOMO energy ... -9.2 eV